1.
Molecular formula: C23H34BrClO6S
Method: DFT, ωB97M-V/def2-TZVPD

Geometry (Å):
C 2.831 -2.602 2.220
C 2.704 -1.050 2.434
C 1.926 -0.270 1.253
Cl 1.995 -1.411 -0.200
C 0.423 0.028 1.685
C 0.365 0.972 2.997
C 1.489 2.078 3.069
C 2.656 1.750 4.124
Br 0.594 3.717 3.824
O -0.097 -1.250 2.141
S -1.756 -1.232 2.317
O -2.160 -2.332 3.201
O -2.433 -1.622 0.850
C -1.515 -1.560 -0.258
C -2.274 -2.263 -1.467
C -2.550 -3.792 -1.209
C -1.266 -4.647 -0.887
O -3.568 -4.043 -0.231
C -0.990 -0.118 -0.622
C -2.123 0.771 -1.343
C -1.743 1.213 -2.808
C -1.662 0.046 -3.863
C -1.246 0.692 -5.246
O -1.720 0.392 -6.302
O -0.240 1.691 -5.225
C -0.438 0.759 0.571
C 0.339 1.973 -0.084
C 0.039 3.342 0.370
C 0.706 4.530 -0.122
C 1.751 4.389 -1.137
C 2.032 3.046 -1.631
C 1.348 1.842 -1.129
H 3.166 -3.029 3.213
H 1.859 -3.115 1.998
H 3.643 -2.897 1.500
H 2.200 -0.905 3.425
H 3.722 -0.575 2.478
H 2.479 0.646 0.949
H 0.480 0.275 3.876
H -0.655 1.427 3.120
H 1.949 2.357 2.096
H 2.823 2.639 4.775
H 2.365 0.834 4.697
H 3.578 1.524 3.531
H -0.597 -2.203 -0.122
H -3.269 -1.790 -1.676
H -1.585 -2.219 -2.359
H -2.966 -4.201 -2.177
H -1.240 -5.640 -1.415
H -1.192 -4.891 0.215
H -0.315 -4.079 -1.115
H -3.151 -4.201 0.636
H -0.202 -0.268 -1.414
H -2.251 1.728 -0.757
H -3.128 0.279 -1.331
H -0.827 1.859 -2.776
H -2.575 1.896 -3.156
H -0.823 -0.648 -3.597
H -2.650 -0.464 -3.978
H 0.575 1.236 -4.938
H -1.316 1.248 1.084
H -0.730 3.474 1.168
H 0.475 5.559 0.244
H 2.300 5.289 -1.505
H 2.824 2.962 -2.419
H 1.619 0.857 -1.563

**Total energy**: -4780.5252 Ha
**HOMO-LUMO gap**: 9.63 eV

Mulliken population analysis, charges in e, atoms 1 to 2: C -1.31; C -0.12

***

2.
Molecular formula: C23H34BrN3NiO2S
Method: DFT, ωB97M-V/def2-TZVPD

Geometry (Å):
C -3.908 -4.758 -4.129
O -2.447 -4.772 -4.306
C -1.863 -3.655 -3.572
C -0.558 -4.061 -2.715
C 0.151 -2.658 -2.284
C 1.387 -2.931 -1.265
C 1.813 -1.527 -0.535
C 3.424 -1.327 -0.493
C 4.062 -1.442 0.982
C 4.236 -0.039 1.760
C 2.875 0.869 1.708
C 2.832 1.853 0.439
C 1.895 3.150 0.618
C 0.526 3.105 -0.275
C -0.680 3.031 0.814
C -0.753 1.742 1.705
C -1.790 1.474 2.840
C -1.700 0.113 3.698
C -1.017 -1.100 2.912
N 0.262 -1.451 3.043
C -2.873 2.602 3.111
N -3.904 2.570 4.139
S -4.687 4.061 3.868
N -3.892 4.836 2.555
C -2.819 3.904 2.183
C -1.747 4.162 1.030
C -1.730 5.488 0.135
C -2.012 5.179 -1.435
O -1.151 5.400 -2.331
Br -3.838 4.459 -1.865
H -4.219 -4.692 -3.027
H -4.360 -3.877 -4.721
H -4.292 -5.745 -4.598
H -1.587 -2.758 -4.248
H -2.624 -3.233 -2.806
H 0.175 -4.664 -3.357
H -0.789 -4.667 -1.770
H 0.619 -2.198 -3.227
H -0.614 -1.904 -1.872
H 2.239 -3.379 -1.883
H 1.066 -3.642 -0.414
H 1.296 -0.681 -1.140
H 1.324 -1.552 0.498
H 3.758 -0.372 -1.057
H 3.872 -2.202 -1.109
H 5.092 -1.935 0.865
H 3.347 -2.103 1.606
H 4.358 -0.311 2.882
H 5.168 0.553 1.465
H 2.756 1.516 2.660
H 2.012 0.101 1.741
H 2.551 1.356 -0.552
H 3.912 2.252 0.300
H 2.427 4.120 0.331
H 1.609 3.253 1.736
H 0.421 3.986 -0.993
H 0.503 2.087 -0.809
H 0.025 0.929 1.503
H -2.762 -0.212 4.006
H -1.101 0.265 4.669
H -1.640 -1.693 2.158
H 0.458 -2.247 2.405
H -0.775 6.112 0.251
H -2.602 6.160 0.489
Ni -1.716 -6.904 -4.314

**Charge**: +2
**Total energy**: -5691.0379 Ha
**HOMO-LUMO gap (spin up / spin down)**: 7.13 / 5.75 eV
**Energy relative to the best compared isomer or geometry (same formula, charge and spin)**: 879.9 kJ/mol
**Multiplicity**: 3

Mulliken population analysis, charges in e, atoms 1 to 2: C -0.60; O -0.34

***

3.
Molecular formula: C23H34ClF9I2N3O2PS2
Method: DFT, ωB97M-V/def2-TZVPD

Geometry (Å):
C 6.947 2.644 0.080
C 6.100 1.990 -0.459
C 5.059 1.180 -1.111
C 4.333 0.268 -0.097
C 2.975 -0.250 -0.586
N 1.778 0.527 -0.238
C 1.896 1.917 -0.467
I 2.645 3.196 1.053
C 1.733 2.403 -1.713
C 1.367 1.597 -2.929
I 2.043 4.393 -2.249
C 0.788 -0.084 0.647
Cl 0.009 1.189 1.668
C 1.357 -1.091 1.674
C 2.617 -0.723 2.440
C 3.734 -1.739 2.387
N 2.633 0.313 3.169
C -0.371 -0.809 -0.192
C 0.330 -1.868 -1.092
C -0.613 -2.721 -1.886
N -0.886 -2.440 -3.092
C -1.179 0.068 -1.182
C -1.583 1.519 -0.923
C -2.329 2.121 -2.118
F -1.863 3.355 -2.412
F -2.158 1.377 -3.248
C -3.879 2.192 -1.954
F -4.441 2.371 -3.144
F -4.277 1.012 -1.473
S -4.563 3.580 -0.836
F -6.000 3.384 -1.467
F -4.179 4.631 -1.956
F -3.138 3.796 -0.153
F -4.923 2.556 0.324
F -5.132 4.756 0.045
O -1.098 -1.615 0.753
C -2.468 -1.666 1.115
C -3.146 -0.377 1.572
C -2.450 -2.668 2.283
O -1.729 -2.109 3.351
C -0.922 -3.011 4.076
P -3.592 -2.527 -0.123
S -5.511 -2.380 0.164
H 7.681 3.213 0.606
H 4.353 1.834 -1.625
H 5.561 0.546 -1.846
H 4.967 -0.611 0.055
H 4.263 0.764 0.868
H 2.840 -1.271 -0.239
H 3.031 -0.326 -1.681
H 0.401 1.904 -3.331
H 1.371 0.531 -2.716
H 2.103 1.781 -3.715
H 1.527 -2.057 1.208
H 0.564 -1.239 2.406
H 3.495 -2.545 3.088
H 4.684 -1.295 2.681
H 3.827 -2.205 1.406
H 3.531 0.408 3.645
H 0.989 -1.377 -1.806
H 0.924 -2.530 -0.467
H -1.022 -3.605 -1.388
H -1.527 -3.122 -3.495
H -0.601 0.075 -2.102
H -2.068 -0.499 -1.454
H -2.178 1.657 -0.032
H -0.709 2.155 -0.792
H -3.562 0.196 0.751
H -2.452 0.210 2.163
H -3.995 -0.644 2.202
H -3.484 -2.876 2.582
H -1.994 -3.606 1.945
H -1.362 -4.012 4.120
H 0.076 -3.092 3.630
H -0.827 -2.636 5.094
H -3.125 -3.850 -0.057
H -3.198 -2.133 -1.408

**Total energy**: -4303.4267 Ha
**HOMO-LUMO gap**: 8.74 eV

Mulliken population analysis, charges in e, atoms 1 to 2: C -0.11; C -0.79

***

4.
Molecular formula: C23H34N2O3
Method: DFT, ωB97M-V/def2-TZVPD

Geometry (Å):
C 3.360 -4.337 4.722
C 3.583 -3.375 3.559
C 2.380 -2.523 3.120
C 1.034 -3.081 3.567
C 2.449 -1.004 3.455
C 1.980 -0.678 2.029
C 2.719 0.410 1.290
O 3.795 0.858 1.648
N 2.101 0.853 0.165
C 1.115 0.189 -0.694
C 1.529 1.185 -1.815
C 0.506 2.258 -2.139
C -0.307 1.564 -3.242
C -1.361 0.639 -2.634
O -1.267 -0.582 -2.672
N -2.375 1.249 -1.998
C -3.516 0.530 -1.425
C -4.310 0.066 -2.640
C -4.614 1.432 -3.292
C -4.038 2.585 -2.912
C -2.818 2.614 -1.969
C -3.042 2.851 -0.416
C -2.593 1.620 0.464
C -3.071 0.186 -0.016
C 0.780 0.775 -3.974
O 1.872 0.621 -3.056
C 2.726 1.588 -0.935
C 2.360 -2.129 1.623
H 4.281 -4.877 4.945
H 3.059 -3.815 5.633
H 2.592 -5.075 4.493
H 4.420 -2.709 3.781
H 3.901 -3.970 2.696
H 0.221 -2.447 3.207
H 0.864 -4.087 3.175
H 0.965 -3.124 4.654
H 1.828 -0.647 4.277
H 3.473 -0.656 3.592
H 0.903 -0.514 1.960
H 1.373 -0.839 -0.954
H 0.084 0.233 -0.340
H -0.080 2.556 -1.269
H 1.016 3.138 -2.538
H -0.797 2.277 -3.907
H -4.216 1.304 -1.132
H -5.255 -0.413 -2.373
H -3.760 -0.602 -3.302
H -5.400 1.465 -4.038
H -4.378 3.522 -3.338
H -2.075 3.309 -2.360
H -2.456 3.713 -0.090
H -4.086 3.105 -0.223
H -2.931 1.806 1.485
H -1.503 1.627 0.503
H -3.900 -0.177 0.593
H -2.254 -0.535 0.035
H 0.420 -0.208 -4.274
H 1.146 1.320 -4.846
H 2.870 2.653 -0.756
H 3.664 1.136 -1.267
H 3.363 -2.159 1.192
H 1.671 -2.672 0.974

**SMILES**: CC[C@]1(C)C[C@H](C(=O)N2CC3(C[C@H](C(=O)N4[C@H]5CC=C[C@H]4CCC5)CO3)C2)C1
**Total energy**: -1231.9481 Ha
**HOMO-LUMO gap**: 9.73 eV
**Energy relative to the best compared isomer or geometry (same formula, charge and spin)**: 404.1 kJ/mol

Mulliken population analysis, charges in e, atoms 1 to 2: C -1.38; C -0.62

***

5.
Molecular formula: C23H34N2O4Pd
Method: DFT, ωB97M-V/def2-TZVPD

Geometry (Å):
Pd -0.759 1.220 0.326
C 2.180 1.107 0.832
C 1.128 2.255 0.728
C 0.549 2.275 1.919
C 1.236 1.011 2.691
C 2.172 0.430 2.010
C 3.077 -0.758 2.415
C 4.426 -0.183 2.815
C 3.256 -1.692 1.221
C 2.469 -1.511 3.590
C -0.306 3.248 2.736
C 0.144 4.695 2.537
C -0.124 2.928 4.233
C -1.810 3.104 2.446
C 1.034 3.134 -0.535
C 1.492 2.317 -1.754
C -0.424 3.539 -0.751
C 1.931 4.373 -0.438
H 2.847 0.861 0.010
H 0.926 0.690 3.676
H 4.889 0.360 1.989
H 5.098 -0.990 3.096
H 4.330 0.487 3.669
H 3.790 -1.212 0.399
H 2.293 -2.060 0.860
H 3.849 -2.553 1.521
H 2.399 -0.886 4.482
H 3.106 -2.356 3.844
H 1.480 -1.903 3.347
H 1.204 4.813 2.753
H -0.406 5.320 3.238
H -0.058 5.082 1.539
H 0.922 2.963 4.542
H -0.552 1.968 4.512
H -0.651 3.688 4.808
H -2.090 3.391 1.434
H -2.342 3.769 3.126
H -2.165 2.079 2.647
H 0.986 1.337 -1.829
H 2.566 2.152 -1.749
H 1.270 2.875 -2.662
H -1.203 2.705 -0.823
H -0.545 3.962 -1.749
H -0.798 4.252 -0.016
H 2.970 4.074 -0.301
H 1.657 5.031 0.378
H 1.877 4.937 -1.368
C -4.070 1.579 -1.659
C -3.565 0.357 -0.996
N -2.409 0.206 -0.347
C -2.359 -1.082 0.136
C -3.501 -1.736 -0.237
N -4.229 -0.814 -0.944
C -4.090 -3.107 -0.047
O -3.386 -3.980 0.633
O -5.168 -3.318 -0.528
C -1.206 -1.478 0.963
O -1.056 -2.587 1.433
O -0.318 -0.500 1.163
H -3.247 2.163 -2.064
H -4.625 2.194 -0.949
H -4.739 1.322 -2.479
H -5.135 -1.035 -1.345
H -2.524 -3.616 0.962

**Charge**: +2
**Total energy**: -1434.5294 Ha
**HOMO-LUMO gap**: 6.08 eV

Mulliken population analysis, charges in e, atoms 1 to 2: Pd 0.34; C -0.24

***

6.
Molecular formula: C23H34N5OSSc
Method: DFT, ωB97M-V/def2-TZVPD

Geometry (Å):
Sc -0.195 -0.419 0.556
C -0.745 0.874 -2.379
C -2.056 0.952 -1.572
N -2.149 -0.071 -0.510
C -2.629 -1.390 -0.962
C -1.582 -2.149 -1.785
N -0.223 -2.044 -1.206
C 0.828 -1.820 -2.223
C 1.359 -0.362 -2.200
N 0.411 0.534 -1.527
H -0.597 1.836 -2.883
H -0.834 0.119 -3.158
H -2.897 0.866 -2.273
H -2.116 1.934 -1.092
H -2.860 0.270 0.139
H -3.538 -1.297 -1.570
H -2.876 -1.974 -0.066
H -1.574 -1.764 -2.805
H -1.900 -3.195 -1.842
H -0.029 -2.934 -0.754
H 0.449 -2.061 -3.221
H 1.667 -2.496 -2.041
H 1.558 -0.033 -3.227
H 2.311 -0.327 -1.660
H 0.908 1.398 -1.306
C -0.980 -0.984 2.540
C -1.732 -2.237 2.487
C -3.128 -2.254 2.294
C -3.829 -3.443 2.260
C -3.176 -4.652 2.450
C -1.808 -4.658 2.687
C -1.098 -3.475 2.694
H -0.118 -1.067 3.220
H -1.630 -0.154 2.857
H -3.671 -1.321 2.210
H -4.897 -3.431 2.101
H -3.726 -5.579 2.429
H -1.300 -5.590 2.882
H -0.039 -3.496 2.911
O -0.118 1.588 1.070
S -1.108 2.462 1.843
C -0.166 3.095 3.280
C -0.421 4.590 3.324
C -0.316 5.077 1.882
C -1.159 4.126 1.044
H 0.877 2.858 3.078
H -0.500 2.572 4.170
H 0.306 5.089 3.962
H -1.419 4.789 3.718
H 0.724 5.059 1.552
H -0.678 6.100 1.784
H -0.835 4.045 0.008
H -2.213 4.404 1.073
N 5.852 1.185 0.755
C 5.161 0.282 0.873
C 4.207 -0.768 0.958
C 4.562 -2.115 1.043
C 3.537 -3.046 1.083
C 2.222 -2.611 1.022
N 1.868 -1.321 0.928
C 2.855 -0.423 0.910
H 5.600 -2.412 1.072
H 3.755 -4.099 1.149
H 1.410 -3.329 1.049
H 2.564 0.622 0.858

**Charge**: +2
**Total energy**: -2404.3227 Ha
**HOMO-LUMO gap**: 6.60 eV

Mulliken population analysis, charges in e, atoms 1 to 2: Sc -0.22; C -0.88

***

Question: Among the records above, which one has the highest total energy?
Answer: C23H34N2O3

***

Question: What is the formula in the third record?
Answer: C23H34ClF9I2N3O2PS2

***

Question: Which of these has the lowest total energy?
Answer: C23H34BrN3NiO2S

***

Question: What is the total energy in the sixth record?
Answer: -2404.3227 Ha